# H3NO4P

A 2-piece molecular cluster, H3NO4P overall in a non-equilibrium geometry (ωB97M-V/def2-TZVPD, the Open Molecules 2025 dataset).

HOMO-LUMO gap = 8.604 eV
E_HOMO = -4.63 eV
DFT total energy = -19016.773 eV
Maximum force = 5.064 eV Å⁻¹
Lowest unoccupied orbital energy = 0.1461 Eh
Energy above the lowest of the compared OMol25 structures with the same formula, charge and spin = 70.1 kcal/mol

The geometry in ORCA input format:
```
! wB97M-V def2-TZVPD RIJCOSX def2/J DEFGRID3
* xyz -1 1
N -0.6933 1.4945 -0.2345
O -1.0892 -1.8910 -0.1713
O -0.0707 -1.1114 2.0988
O 1.0784 -0.4475 -1.3296
O 1.3093 -0.9593 -0.0413
P -0.2174 -1.0363 0.5862
H 0.3055 1.8279 -0.1820
H -0.9873 1.8763 0.5815
H 0.3648 0.2468 -1.3078
*
```

Atom charges from the natural (NBO) analysis, given in e for atoms 1 to 8: -1.2480 -1.0905 -1.0999 -0.4955 -0.5313 2.3442 0.3075 0.3164

=====

# C17H30AlBrClFLiN2O6

C17H30AlBrClFLiN2O6 as an isolated structure in a non-equilibrium geometry (ωB97M-V/def2-TZVPD, the Open Molecules 2025 dataset).

HOMO-LUMO gap = 1.381 eV
E_HOMO = -10.42 eV
DFT total energy = -125449.251 eV
Maximum force = 5.715 eV Å⁻¹
Lowest unoccupied orbital energy = -0.3322 Eh

The geometry in ORCA input format:
```
! wB97M-V def2-TZVPD RIJCOSX def2/J DEFGRID3
* xyz 1 1
C 2.7782 -0.1369 -0.3755
C 2.6710 1.0102 -0.0434
C 2.4897 2.4069 0.5538
O 1.3883 3.0475 -0.0808
C 0.2005 2.4505 0.1879
O 0.0898 1.8246 1.2071
N -0.8442 2.5214 -0.7144
C -0.5773 3.3152 -1.9355
C -0.3848 2.3940 -3.1597
C 0.9570 1.6264 -3.1596
C -2.1212 2.8464 -0.0768
C -3.3204 2.3766 -0.9419
N -4.1276 1.3705 -0.2565
C -4.9266 1.9479 0.8493
C -4.6471 1.1231 2.1299
C -4.9878 0.7311 -1.2253
C -4.9800 -0.7973 -1.2000
O -5.6512 1.3273 -2.0205
H 2.8894 -1.1742 -0.5959
H 2.4940 2.4698 1.7424
H 3.3763 2.9639 0.2432
H -1.4773 3.8949 -2.1682
H 0.2304 4.0396 -1.8362
H -0.4043 3.0743 -4.0209
H -1.2442 1.7357 -3.2933
H 1.6837 2.2054 -3.7283
H 0.8110 0.6442 -3.6102
H 1.2936 1.4899 -2.1340
H -2.2511 2.3909 0.9009
H -2.1793 3.9348 0.0506
H -2.8950 1.9163 -1.8389
H -3.9020 3.2309 -1.3147
H -5.9943 1.9785 0.6148
H -4.6102 2.9754 1.0508
H -3.5708 0.9597 2.1832
H -5.1278 0.1497 1.9971
H -5.0253 1.6196 3.0235
H -5.7547 -1.0957 -0.4869
H -4.0087 -1.1052 -0.8135
H -5.1884 -1.1882 -2.1915
F 1.3026 0.9393 3.4200
O -0.7922 2.3297 5.4820
H -0.1884 1.7629 4.9794
H -0.4152 3.2094 5.3966
Al 4.0166 -1.5858 2.2165
O 5.0745 -3.5460 -1.5900
C 4.6682 -4.4366 -0.9251
O 3.7162 -4.2709 0.0395
C 3.5155 -5.5093 0.7441
C 4.0061 -6.5717 -0.2188
C 5.1282 -5.8842 -0.9654
H 4.0948 -5.4860 1.6715
H 2.4635 -5.6257 0.9905
H 4.3652 -7.5803 0.3488
H 3.2105 -6.8495 -0.9102
H 6.0869 -5.9660 -0.4473
H 5.2210 -6.2408 -1.9868
Br 4.4598 -8.9442 1.2349
Cl 3.7246 1.2602 2.2974
Li 3.1904 0.5002 4.7101
*
```

Atom charges from the natural (NBO) analysis, given in e for atoms 1 to 8: -0.3421 0.0529 -0.1630 -0.5101 0.8802 -0.5724 -0.4495 -0.2313

=====

# C47H37N4O2RuS3

C47H37N4O2RuS3 as an isolated structure (ωB97M-V/def2-TZVPD, the Open Molecules 2025 dataset).

HOMO-LUMO gap (spin up / spin down) = 6.174 / 5.182 eV
E_HOMO (spin up / spin down) = -12.97 / -12.97 eV
DFT total energy = -94470.149 eV
Maximum force = 0.547 eV Å⁻¹
Lowest unoccupied orbital energy (spin up / spin down) = -0.2497 / -0.2862 Eh
Energy above the lowest of the compared OMol25 structures with the same formula, charge and spin = 4.5 kcal/mol

The geometry in ORCA input format:
```
! wB97M-V def2-TZVPD RIJCOSX def2/J DEFGRID3
* xyz 2 2
Ru -0.5317 0.7563 -1.3016
N 1.9836 4.2028 -1.9113
C 0.9903 3.3277 -1.7073
S 1.4384 1.5986 -1.8367
N -0.2052 3.7378 -1.4289
N -1.1016 2.7151 -1.2434
C -2.3612 3.0036 -1.1476
C -2.8952 4.3735 -1.1565
C -2.4859 5.2909 -0.1907
C -3.0143 6.5696 -0.1915
C -3.9278 6.9460 -1.1682
C -4.3257 6.0388 -2.1398
C -3.8224 4.7482 -2.1288
C -3.2501 1.8268 -1.0396
C -4.6039 1.9405 -0.7940
C -5.3772 0.7864 -0.7290
C -4.7741 -0.4419 -0.9144
C -3.4065 -0.4887 -1.1349
N -2.6598 0.6126 -1.1897
H 2.8758 3.8878 -2.2513
H 1.7603 5.1825 -1.9944
H -1.7673 4.9937 0.5632
H -2.7111 7.2786 0.5667
H -4.3311 7.9495 -1.1710
H -5.0293 6.3351 -2.9055
H -4.1301 4.0415 -2.8903
H -5.0430 2.9170 -0.6543
H -6.4388 0.8558 -0.5351
H -5.3405 -1.3608 -0.8768
H -2.8925 -1.4277 -1.2684
C -0.2939 4.8179 4.8509
C -0.3211 3.7180 3.8309
C 0.2611 3.8879 2.5751
C 0.2617 2.8668 1.6403
C -0.3286 1.6555 1.9676
C -0.9270 1.4589 3.2094
C -0.9180 2.4924 4.1274
S -0.3684 0.2578 0.8833
O -1.4686 -0.6040 1.3029
C 1.1983 -0.5503 1.0875
C 2.3380 0.2365 1.3630
C 3.5569 -0.3595 1.4260
C 3.6923 -1.7558 1.2362
C 4.9617 -2.3747 1.3189
C 5.0877 -3.7228 1.1580
C 3.9462 -4.5144 0.9103
C 2.7095 -3.9446 0.8215
C 2.5430 -2.5426 0.9730
C 1.2620 -1.9062 0.8638
C 0.0832 -2.7549 0.4949
C -0.4314 -3.6707 1.4575
C 0.0489 -3.7014 2.7933
C -0.4663 -4.5857 3.6939
C -1.4826 -5.4909 3.3120
C -1.9680 -5.4812 2.0390
C -1.4621 -4.5679 1.0811
C -1.9676 -4.5371 -0.2393
C -1.5044 -3.6284 -1.1432
C -0.4811 -2.7351 -0.7589
S -0.1215 -1.4671 -1.9540
O -1.1482 -1.5048 -3.0217
C 1.4414 -1.9428 -2.6353
C 1.9670 -1.1371 -3.6453
C 3.1427 -1.5110 -4.2622
C 3.8089 -2.6838 -3.8954
C 5.0816 -3.0771 -4.5853
C 3.2481 -3.4837 -2.9064
C 2.0631 -3.1299 -2.2815
H -0.1041 5.7858 4.3914
H 0.4993 4.6313 5.5775
H -1.2328 4.8678 5.4002
H 0.7214 4.8359 2.3256
H 0.7136 3.0266 0.6726
H -1.4002 0.5146 3.4400
H -1.3846 2.3473 5.0934
H 2.2385 1.2961 1.5426
H 4.4396 0.2275 1.6447
H 5.8289 -1.7600 1.5233
H 6.0598 -4.1914 1.2305
H 4.0535 -5.5852 0.7978
H 1.8480 -4.5722 0.6437
H 0.8268 -3.0137 3.0967
H -0.0951 -4.5999 4.7097
H -1.8745 -6.1901 4.0381
H -2.7495 -6.1685 1.7411
H -2.7393 -5.2417 -0.5224
H -1.8977 -3.5781 -2.1497
H 1.4416 -0.2518 -3.9780
H 3.5498 -0.8930 -5.0525
H 5.7928 -2.2509 -4.5878
H 4.8827 -3.3371 -5.6262
H 5.5475 -3.9353 -4.1060
H 3.7362 -4.4084 -2.6256
H 1.6306 -3.7796 -1.5383
*
```

Atom charges from the Mulliken analysis, given in e for atoms 1 to 8: -0.8182 -0.3786 0.6280 -0.2905 -1.3088 1.3441 0.1911 -0.6910

=====

# C7H10

C7H10 as an isolated structure in a non-equilibrium geometry (ωB97M-V/def2-TZVPD, the Open Molecules 2025 dataset).

HOMO-LUMO gap = 7.842 eV
E_HOMO = -7.20 eV
DFT total energy = -7416.587 eV
Maximum force = 3.709 eV Å⁻¹
Lowest unoccupied orbital energy = 0.0234 Eh
Energy above the lowest of the compared OMol25 structures with the same formula, charge and spin = 102.6 kcal/mol

The geometry in ORCA input format:
```
! wB97M-V def2-TZVPD RIJCOSX def2/J DEFGRID3
* xyz 0 1
C 1.8582 1.1400 0.0530
C 1.4714 0.4729 -1.0668
C 0.5315 0.8184 0.7458
C 0.1559 0.0983 -0.3125
C -0.0894 1.3987 2.0185
C -0.9542 -2.0664 -1.0855
C -1.0911 -0.5898 -0.7943
H 2.7905 1.5982 0.5175
H 2.1327 0.2362 -1.9026
H 0.3828 2.3420 1.9373
H -0.0658 0.7288 2.9212
H -1.2162 1.4454 1.8414
H -0.0587 -2.3488 -0.4677
H -0.6951 -2.2911 -2.1174
H -1.8275 -2.6766 -0.7704
H -1.8058 -0.3693 0.1042
H -1.5191 0.0632 -1.6217
*
```

Atom charges from the natural (NBO) analysis, given in e for atoms 1 to 8: -0.2056 -0.2424 -0.0141 0.0111 -0.6683 -0.6147 -0.4440 0.2082